Below is a structure of composition C31H21N5O8PRhSe2 in a non-equilibrium geometry, with properties calculated with the ωB97M-V functional and the def2-TZVPD basis.

Geometry as XYZ:
```
69
Properties=species:S:1:pos:R:3:forces:R:3:lowdin_charge:R:1
Rh -0.069 -0.495 0.352 1.2 -0.8 -0.3 0.677
O 3.782 0.861 0.441 -0.2 0.0 0.0 0.109
C 2.636 0.545 0.215 0.3 0.1 -0.2 -0.466
N 1.896 -0.444 0.779 -0.2 0.1 0.2 -0.038
C 2.367 -1.373 1.667 0.3 -0.2 0.0 -0.462
O 3.507 -1.700 1.886 -0.2 0.1 0.1 0.118
C 1.214 -1.972 2.451 0.1 -0.2 0.2 -0.145
C 1.464 -2.746 3.572 0.0 0.1 -0.2 0.029
C 0.400 -3.125 4.371 0.0 0.0 -0.1 -0.028
C -0.875 -2.694 4.037 0.0 0.1 -0.1 -0.029
C -1.053 -1.955 2.881 -0.2 -0.1 0.1 -0.130
N -0.034 -1.630 2.090 0.0 -0.1 -0.3 -0.021
C 1.798 1.356 -0.764 0.2 0.1 -0.1 -0.161
C 2.310 2.531 -1.291 -0.1 -0.2 0.0 0.018
C 1.530 3.272 -2.162 -0.1 -0.1 0.0 -0.028
C 0.261 2.810 -2.481 0.0 -0.1 0.1 -0.023
C -0.191 1.634 -1.906 0.0 0.0 -0.3 -0.146
N 0.559 0.916 -1.066 -0.1 0.3 0.4 -0.006
H 2.490 -3.004 3.789 0.0 0.0 0.0 0.128
H 0.562 -3.727 5.253 0.0 0.0 0.1 0.115
H -1.727 -2.921 4.659 -0.1 0.0 0.0 0.112
H -2.028 -1.600 2.575 0.0 0.0 0.0 0.087
H 3.306 2.827 -0.994 0.0 0.0 0.0 0.128
H 1.902 4.195 -2.585 0.0 0.0 0.0 0.116
H -0.384 3.349 -3.159 0.0 0.0 0.0 0.116
H -1.175 1.240 -2.126 0.0 0.0 0.1 0.078
Se -2.377 -0.053 0.015 -0.7 1.2 0.0 0.735
P 0.286 -2.251 -1.194 0.3 0.2 0.0 0.475
Se 2.335 -2.541 -1.707 -0.4 0.1 0.1 0.310
C -0.666 -1.919 -2.723 -0.2 0.3 0.4 -0.400
C -0.193 -0.968 -3.622 0.2 -0.1 0.0 -0.144
C -0.934 -0.627 -4.738 0.0 0.1 -0.1 -0.080
C -2.154 -1.239 -4.976 -0.1 -0.1 0.0 -0.080
C -2.622 -2.204 -4.098 -0.1 0.0 -0.1 -0.076
C -1.887 -2.539 -2.974 0.0 0.0 0.1 -0.089
C -0.494 -3.802 -0.606 0.2 0.1 0.0 -0.407
C -1.548 -3.809 0.294 -0.1 0.3 0.0 -0.131
C -2.157 -4.997 0.663 -0.1 -0.1 0.0 -0.076
C -1.716 -6.194 0.120 -0.1 0.0 0.0 -0.079
C -0.667 -6.196 -0.787 0.0 -0.1 0.0 -0.071
C -0.054 -5.010 -1.147 0.1 0.2 0.0 -0.103
H 0.783 -0.529 -3.459 0.0 0.0 0.0 0.080
H -0.553 0.114 -5.427 0.0 0.0 0.0 0.106
H -2.732 -0.976 -5.851 0.0 0.0 0.0 0.103
H -3.564 -2.700 -4.288 0.0 0.0 0.0 0.105
H -2.265 -3.293 -2.298 0.0 0.0 0.0 0.100
H -1.918 -2.870 0.694 0.0 -0.1 0.0 0.043
H -2.976 -4.987 1.370 0.0 0.0 0.0 0.105
H -2.194 -7.123 0.398 0.0 0.0 0.0 0.103
H -0.319 -7.128 -1.212 0.0 0.0 0.0 0.107
H 0.777 -5.006 -1.840 0.0 0.0 0.0 0.072
O -1.923 1.912 0.368 0.6 -0.5 0.7 -0.348
C -0.959 2.041 1.268 -1.5 -0.6 -0.9 -0.579
O -0.561 1.092 1.931 0.9 -0.1 0.3 -0.037
C -0.331 3.374 1.408 -0.2 0.4 -0.2 -0.091
C -0.975 4.513 0.936 0.2 0.0 0.0 0.095
C -0.325 5.731 1.047 0.2 -0.3 0.1 -0.103
C 0.943 5.853 1.594 -0.1 -0.2 0.0 0.104
C 1.542 4.694 2.058 -0.3 0.1 -0.2 -0.099
C 0.932 3.457 1.983 -0.1 0.1 0.0 0.092
N 2.873 4.791 2.677 0.0 0.0 0.2 -0.348
O 3.285 3.810 3.255 0.1 0.0 -0.1 0.109
O 3.443 5.858 2.589 0.1 0.0 0.0 0.096
N -0.997 6.941 0.554 -0.1 0.1 -0.1 -0.350
O -2.121 6.810 0.115 0.1 0.1 0.0 0.094
O -0.381 7.983 0.613 0.0 0.0 0.0 0.097
H -1.955 4.450 0.488 0.0 0.0 0.0 0.139
H 1.438 6.809 1.662 0.0 0.0 0.0 0.136
H 1.429 2.576 2.363 0.0 0.0 0.0 0.140
```
Positions in Å, forces in eV/Å.

The energy comes out at -7324.345169 a.u. The relative energy (zero: lowest compared OMol25 entry of this formula, charge and spin) is 93.6 kJ/mol. As for the orbital gap: 0.2316 hartree.